Computed, not measured: a single C21H29N3O2S molecule, with ωB97M-V/def2-TZVPD.

The geometry in XYZ format:
```
56
Properties=species:S:1:pos:R:3:forces:R:3
C -4.875 -2.275 -1.204 0.19 -0.01 0.23
C -3.890 -1.838 -0.119 -0.12 -0.13 -0.36
N -3.997 -0.425 0.174 -0.25 -0.10 0.22
C -4.961 -0.038 1.191 0.02 0.24 0.24
C -4.343 -0.071 2.585 -0.12 0.02 -0.24
C -3.302 0.558 -0.441 0.22 -0.06 -0.31
O -3.474 1.734 -0.188 0.00 0.35 0.05
C -2.258 0.139 -1.467 0.32 0.11 0.23
S -0.810 -0.587 -0.634 -0.19 -0.44 -0.08
C 0.124 0.870 -0.289 -0.56 0.42 -0.59
N -0.238 1.943 -0.887 -0.19 -0.28 -0.13
C 0.425 3.105 -0.617 0.55 0.19 0.44
C 0.024 4.289 -1.244 0.08 0.09 0.06
C 0.683 5.463 -0.965 -0.10 -0.08 -0.09
C 1.749 5.489 -0.066 0.15 0.00 0.14
C 2.155 4.332 0.559 0.02 -0.04 0.02
C 1.498 3.129 0.290 -0.27 0.28 -0.31
C 1.919 1.893 0.934 -0.02 -0.03 0.00
O 2.838 1.786 1.720 0.11 0.02 0.09
N 1.163 0.762 0.582 0.10 0.27 0.13
C 1.573 -0.497 1.172 0.47 -0.35 0.20
C 2.806 -1.091 0.478 -0.36 -0.13 0.05
C 3.218 -2.381 1.188 0.28 0.29 -0.02
C 4.459 -2.982 0.534 -0.23 -0.25 -0.01
C 4.203 -3.257 -0.944 0.27 0.21 0.01
C 3.790 -1.973 -1.656 -0.24 -0.21 -0.05
C 2.549 -1.373 -1.001 0.32 0.19 0.04
H -4.773 -3.341 -1.388 -0.05 -0.14 -0.07
H -5.898 -2.072 -0.897 -0.11 0.01 0.00
H -4.690 -1.741 -2.133 0.02 0.04 -0.10
H -2.869 -2.084 -0.416 -0.12 -0.06 0.13
H -4.102 -2.385 0.803 0.14 0.02 -0.03
H -5.289 0.979 0.962 -0.06 -0.19 0.01
H -5.819 -0.712 1.134 0.00 0.03 -0.05
H -3.514 0.630 2.635 0.08 0.06 0.02
H -3.974 -1.066 2.826 0.04 -0.09 0.07
H -5.085 0.214 3.327 -0.06 0.01 0.15
H -1.896 1.033 -1.974 -0.18 -0.13 -0.01
H -2.618 -0.602 -2.176 0.04 -0.05 -0.01
H -0.808 4.252 -1.929 -0.10 -0.02 -0.07
H 0.371 6.379 -1.446 -0.03 0.07 -0.04
H 2.253 6.421 0.141 0.05 0.06 0.03
H 2.975 4.322 1.260 0.07 0.02 0.05
H 0.735 -1.196 1.123 0.09 0.06 0.11
H 1.820 -0.295 2.219 -0.13 -0.09 -0.12
H 3.620 -0.365 0.566 -0.02 -0.01 0.01
H 3.418 -2.173 2.241 -0.07 -0.03 0.08
H 2.396 -3.099 1.135 -0.09 -0.07 0.04
H 5.293 -2.283 0.634 0.08 0.01 0.04
H 4.734 -3.907 1.045 0.08 0.03 0.03
H 5.102 -3.667 -1.408 -0.03 -0.09 -0.03
H 3.407 -3.998 -1.042 -0.03 -0.09 -0.03
H 3.588 -2.178 -2.709 0.06 0.06 -0.04
H 4.609 -1.252 -1.606 0.05 0.05 -0.05
H 2.276 -0.451 -1.520 -0.10 -0.02 -0.02
H 1.712 -2.070 -1.095 -0.07 -0.03 -0.05
```
Forces are in eV/Å.

Properties
maximum force	0.018	hartree/bohr
multiplicity	1
orbital gap	8.71	eV
total charge	0
SMILES	CCN(CC)C(=O)CSc1nc2ccccc2c(=O)n1CC1CCCCC1
HOMO energy	-8.233	eV

Computed, not measured: a single C21H29N3O4 molecule, with ωB97M-V/def2-TZVPD.

The geometry in XYZ format:
```
57
Properties=species:S:1:pos:R:3:forces:R:3
C -0.599 -0.929 -3.023 -0.22 -0.13 0.08
C -1.801 -1.448 -2.232 0.27 -0.06 -0.36
N -1.645 -1.216 -0.809 -0.24 0.16 0.17
C -2.131 0.055 -0.311 -0.36 0.26 0.23
C -3.634 0.020 0.033 0.30 -0.34 -0.20
C -3.903 -0.621 1.399 -0.07 0.08 -0.13
C -3.902 0.592 2.326 -0.02 0.11 -0.24
C -4.513 1.665 1.428 -0.21 0.11 0.33
O -4.120 1.354 0.100 0.18 0.01 -0.12
C -0.942 -2.008 0.030 -0.13 -0.22 -0.38
O -0.748 -1.695 1.194 0.21 -0.03 0.46
C -0.435 -3.343 -0.507 0.23 0.05 0.28
C 0.822 -3.738 0.268 -0.08 -0.03 0.14
C 1.893 -2.762 -0.046 -0.04 0.10 -0.46
N 2.070 -2.134 -1.162 -1.03 -0.91 0.16
N 3.143 -1.326 -0.998 1.14 0.72 0.29
C 3.564 -1.500 0.209 0.23 0.07 -0.64
C 4.663 -0.791 0.900 -0.16 -0.10 0.37
C 4.071 0.247 1.875 0.07 0.01 -0.16
C 3.260 1.261 1.118 -0.06 0.00 0.24
C 3.875 2.373 0.552 -0.14 -0.01 -0.01
C 3.156 3.278 -0.197 -0.16 0.09 -0.13
C 1.791 3.087 -0.410 0.11 -0.02 0.04
O 1.166 4.033 -1.169 0.34 -0.02 0.11
C -0.199 3.863 -1.459 -0.21 -0.02 -0.04
C 1.168 1.981 0.154 -0.23 0.21 -0.21
C 1.901 1.082 0.909 0.22 0.05 0.08
O 2.813 -2.411 0.873 0.01 -0.02 0.24
H -0.531 0.153 -2.942 0.03 0.15 0.00
H 0.330 -1.352 -2.645 0.03 -0.04 -0.02
H -0.707 -1.187 -4.073 0.01 0.02 -0.17
H -1.956 -2.512 -2.418 -0.07 0.09 -0.01
H -2.706 -0.925 -2.551 -0.01 -0.14 0.05
H -1.564 0.305 0.588 -0.04 0.09 -0.13
H -1.974 0.827 -1.068 0.05 -0.02 -0.01
H -4.171 -0.496 -0.774 0.07 0.03 0.10
H -4.881 -1.104 1.405 -0.02 -0.02 0.00
H -3.139 -1.348 1.657 0.00 -0.09 0.01
H -2.880 0.857 2.599 0.03 0.02 0.05
H -4.480 0.436 3.234 0.02 0.01 0.07
H -5.610 1.646 1.489 0.10 0.04 0.03
H -4.166 2.675 1.659 -0.06 -0.06 0.01
H -0.184 -3.288 -1.562 -0.12 -0.04 -0.07
H -1.219 -4.089 -0.355 -0.01 0.01 -0.08
H 0.634 -3.712 1.342 0.00 -0.06 -0.11
H 1.145 -4.744 -0.013 -0.03 0.02 0.04
H 5.271 -0.293 0.147 -0.01 -0.08 0.00
H 5.270 -1.512 1.451 0.08 0.02 -0.07
H 3.445 -0.268 2.606 0.06 0.03 0.05
H 4.892 0.736 2.402 -0.04 -0.03 0.07
H 4.933 2.530 0.704 0.13 0.04 0.02
H 3.629 4.142 -0.636 0.06 0.11 -0.05
H -0.378 2.937 -2.016 -0.01 0.00 0.03
H -0.478 4.713 -2.080 -0.03 -0.08 0.04
H -0.812 3.864 -0.551 0.02 -0.02 -0.03
H 0.114 1.807 0.013 -0.13 0.01 -0.04
H 1.392 0.231 1.341 -0.07 -0.14 0.05
```
Forces are in eV/Å.

Properties
maximum force	0.027	hartree/bohr
multiplicity	1
orbital gap	9.00	eV
total charge	0
SMILES	CCN(C[C@H]1CCCO1)C(=O)CCc1nnc(CCc2ccc(OC)cc2)o1
HOMO energy	-8.212	eV

Computed, not measured: C21H29N5O3 as an isolated structure, with ωB97M-V/def2-TZVPD.

The geometry in XYZ format:
```
58
Properties=species:S:1:pos:R:3:forces:R:3
C -5.934 -3.705 -0.641 -1.66 -0.82 3.12
C -4.769 -2.955 0.049 -4.21 -0.09 3.83
O -5.000 -1.472 -0.163 -6.04 -8.81 -3.72
C -4.214 -0.706 0.349 3.36 4.93 1.24
C -3.160 -1.179 1.030 0.10 11.31 0.80
C -2.386 -0.095 1.674 -0.36 -0.63 -1.18
C -2.615 1.195 1.444 -1.53 6.09 -4.57
C -3.656 1.667 0.379 -1.03 -0.06 2.62
C -4.548 0.692 -0.040 8.62 -0.80 5.50
H -5.312 0.866 -0.563 -6.02 1.07 -4.23
H -3.883 2.877 0.258 0.80 -3.50 0.07
C -1.627 2.470 1.581 4.65 -8.30 3.06
N -0.545 2.586 0.547 -6.34 10.38 3.30
C -1.004 3.709 -0.372 1.53 -4.96 -4.12
C 0.162 4.453 -0.967 1.49 -4.55 15.78
N 1.256 3.591 -0.923 6.50 -0.21 -4.73
C 1.559 2.245 -0.475 -5.38 11.62 -2.05
O 2.540 1.753 -0.625 10.53 -5.08 -1.96
C 0.454 1.866 0.129 -4.96 -12.03 6.64
C -0.258 0.743 -0.675 -1.89 -1.95 -4.48
C 0.213 -0.729 -0.610 1.09 4.14 4.11
O -0.608 -1.586 -0.364 1.01 -1.38 -1.25
N 1.575 -0.687 -0.232 -4.78 -8.29 0.26
C 2.217 -1.993 0.107 -0.62 1.54 -7.66
C 3.260 -2.186 -1.441 7.81 -1.32 18.24
H 2.802 -2.398 -2.153 -7.69 -2.62 -11.58
H 3.729 -3.513 -1.002 -0.82 3.88 -1.67
C 4.398 -1.132 -1.371 -4.83 -2.58 6.15
N 5.029 -1.169 -0.010 -2.42 1.19 -4.04
C 5.049 -0.152 0.835 -8.02 7.34 -6.06
N 5.798 -0.178 1.750 6.10 -3.38 6.13
C 6.381 -1.502 1.467 7.09 4.62 14.84
C 6.035 -1.978 0.430 -3.19 -8.82 -11.45
H 6.251 -3.054 -0.113 -0.55 3.15 1.61
H 7.081 -1.929 2.310 -1.35 0.88 -2.14
H 4.428 0.942 0.637 1.32 -3.60 0.11
H 3.952 -0.318 -1.764 -0.43 3.60 -0.58
H 5.043 -1.568 -1.877 6.28 -2.83 -5.60
H 1.506 -2.785 0.015 -0.37 -0.37 0.46
H 2.704 -1.860 0.981 2.07 -0.29 2.53
H 2.223 -0.034 -0.204 2.58 4.60 -0.51
H -1.455 0.757 -0.495 3.21 -0.03 -0.60
H -0.046 0.903 -1.790 -0.78 0.41 0.90
H 0.693 1.101 1.103 0.23 2.17 -1.86
H 2.020 4.098 -1.585 -1.64 -2.36 2.32
H 0.552 5.137 -0.066 -1.59 0.13 -1.94
H 0.037 4.897 -1.724 -1.89 6.03 -10.75
H -1.287 2.913 -1.232 -0.59 2.52 0.71
H -1.785 4.371 -0.143 -1.17 0.20 1.04
H -1.069 2.074 2.582 -0.56 1.01 -1.78
H -2.013 3.334 1.947 -1.36 2.70 -0.06
H -1.460 -0.239 2.184 0.42 -0.89 0.67
H -2.795 -1.961 1.359 2.26 -8.35 2.01
H -4.919 -3.278 1.220 0.72 1.55 -2.43
H -3.803 -3.274 -0.195 1.39 -0.05 -0.94
H -5.876 -3.363 -1.572 -0.10 0.98 -4.36
H -5.864 -4.836 -0.668 0.26 1.41 0.34
H -7.054 -3.426 -0.314 2.80 -0.46 -0.12
```
Forces are in eV/Å.

Properties
maximum force	0.387	hartree/bohr
multiplicity	1
orbital gap	8.36	eV
total charge	0
HOMO energy	-7.724	eV

Per-record ΔE to the lowest compared entry with this formula, charge and spin, eV: 0.798 2.451 23.667